{
  "formula": "C4H5ClN2OS",
  "method": "ωB97M-V/def2-TZVPD",
  "symbols": ["C", "C", "C", "C", "N", "N", "O", "S", "Cl", "H", "H", "H", "H", "H"],
  "xyz": [[1.804, -0.863, -0.272], [2.774, -0.021, 0.015], [0.327, -0.356, -0.100], [-1.033, 1.733, -0.208], [0.262, 1.028, -0.083], [1.882, -2.264, -0.510], [-0.636, -1.095, -0.049], [1.647, 2.000, 0.153], [4.415, -0.120, 0.191], [-1.690, 1.327, -0.975], [-1.545, 1.622, 0.790], [-0.980, 2.812, -0.655], [2.593, -2.503, -1.097], [0.996, -2.516, -0.957]],
  "forces_ev_per_angstrom": [[-1.4328, -0.8191, 0.6730], [-2.2773, 3.0844, -0.1097], [1.0050, 0.8800, -0.4017], [-0.5399, 0.9278, 0.2405], [-0.5391, -0.1778, -0.6711], [-2.9144, 1.9513, 1.4174], [0.5178, 0.2340, -0.3134], [1.8485, -3.3178, -0.1522], [0.3933, 0.0688, -0.0350], [0.2427, -0.9385, 0.1366], [0.2583, 0.7665, -1.1249], [0.6399, -1.7021, 1.6051], [2.5818, -0.7473, -1.7204], [0.2163, -0.2101, 0.4558]],
  "lowdin_charge": [-0.33, -0.72, -0.46, -0.12, -0.51, 0.12, 0.07, 0.82, 0.71, 0.07, 0.10, 0.11, 0.04, 0.10],
  "de_lowest_kj_mol": 91.6,
  "lumo_energy_ev": -0.7,
  "energy_ev": -32611.941,
  "gap_ev": 7.7340,
  "max_force_ev_per_a": 3.8
}